Model one:
Density functional theory data (ωB97M-V with the def2-TZVPD basis set) for a cluster of 2 separate species, C2H7NO3 in total.

Computed properties:
- SMILES = O=CNCO.O
- HOMO energy (eV) = -10.22

Structure (XYZ):
```
13
C2H7NO3 (ωB97M-V with the def2-TZVPD basis set)
O -0.252 2.164 0.262
C 0.273 1.426 -0.551
N 0.612 0.148 -0.283
C 0.612 -0.375 1.069
O 1.013 -1.706 1.037
H 0.520 1.782 -1.565
H 1.097 -0.428 -0.954
H 1.088 0.304 1.783
H -0.409 -0.346 1.472
H 1.940 -1.821 1.267
H -2.354 0.087 -1.749
H -1.773 -0.490 -0.529
O -2.366 -0.745 -1.259
```

Model two:
Density functional theory data (ωB97M-V with the def2-TZVPD basis set) for a structure of composition C2H7NO3.

Computed properties:
- HOMO energy (eV) = -8.97

Structure (XYZ):
```
13
C2H7NO3 (ωB97M-V with the def2-TZVPD basis set)
H 0.615 0.969 -0.374
O -0.038 1.321 -1.465
N 1.124 0.223 0.581
H 0.120 0.621 -2.020
H 0.744 0.491 1.492
H 2.097 0.056 0.570
C 0.261 -0.938 0.205
H 0.237 -1.137 -0.875
H 0.563 -1.956 0.634
C -1.314 -0.431 0.664
O -1.416 -0.586 1.836
O -1.983 0.249 -0.135
H -1.012 1.117 -1.113
```

Model three:
Density functional theory data (ωB97M-V with the def2-TZVPD basis set) for a cluster of 2 separate species, C2H7NO3 in total.

Computed properties:
- SMILES = CNC(=O)O.O
- HOMO energy (eV) = -10.27

Structure (XYZ):
```
13
C2H7NO3 (ωB97M-V with the def2-TZVPD basis set)
C 1.070 -1.767 -1.060
N 0.957 -0.606 -0.203
C -0.173 -0.193 0.418
O -1.181 -1.099 0.306
O -0.353 0.885 0.935
H 1.442 -1.523 -2.057
H 1.719 -2.545 -0.663
H 0.081 -2.173 -1.223
H 1.628 0.128 -0.347
H -1.929 -0.677 0.760
H -1.268 3.262 0.285
H -0.615 2.932 1.615
O -1.379 3.377 1.234
```

Model four:
Density functional theory data (ωB97M-V with the def2-TZVPD basis set) for a cluster of 3 separate species, C2H7NO3 in total.

Computed properties:
- HOMO energy (eV) = -8.57

Structure (XYZ):
```
13
C2H7NO3 (ωB97M-V with the def2-TZVPD basis set)
C -0.078 -1.780 0.744
O -0.979 -2.665 0.459
H -1.830 -2.190 0.724
H -0.158 -1.133 1.604
H 0.903 -1.982 0.329
H -1.532 -0.491 0.656
C 0.847 1.634 -0.799
N -0.472 1.712 -0.566
O 1.382 0.480 -0.255
O 1.548 2.456 -1.346
H 2.321 0.502 -0.489
H -0.956 2.518 -0.921
H -0.995 0.939 -0.140
```

Least stable structure: model four

Model one:
Density functional theory data (ωB97M-V with the def2-TZVPD basis set) for the molecule C3H4O3.

Computed properties:
- SMILES = C=C(O)C(=O)O
- HOMO energy (eV) = -9.71

Structure (XYZ):
```
10
C3H4O3 (ωB97M-V with the def2-TZVPD basis set)
C 0.763 -0.041 -0.090
C 1.549 1.016 0.091
C -0.743 0.009 0.003
H 0.249 -1.824 0.248
H 2.564 0.907 0.330
H 1.110 2.001 0.227
H -0.680 1.929 -0.247
O 1.119 -1.298 -0.121
O -1.259 1.194 -0.072
O -1.442 -1.010 0.121
```

Model two:
Density functional theory data (ωB97M-V with the def2-TZVPD basis set) for the molecule C3H4O3.

Computed properties:
- SMILES = O=CC(=O)CO
- HOMO energy (eV) = -10.34

Structure (XYZ):
```
10
C3H4O3 (ωB97M-V with the def2-TZVPD basis set)
O -1.615 1.280 -0.578
C -0.340 1.047 0.039
C -0.024 -0.444 -0.051
O -0.874 -1.191 -0.492
C 1.307 -1.164 0.288
O 2.411 -0.749 0.048
H -2.061 0.423 -0.778
H 0.648 1.566 -0.223
H -0.527 1.402 1.049
H 1.070 -2.179 0.698
```

Model three:
Density functional theory data (ωB97M-V with the def2-TZVPD basis set) for the molecule C3H4O3.

Computed properties:
- SMILES = C=C(O)C(=O)O
- HOMO energy (alpha / beta) (eV) = -8.38 / -8.38

Structure (XYZ):
```
10
C3H4O3 (ωB97M-V with the def2-TZVPD basis set)
C 0.371 -0.777 -0.022
C 0.108 0.598 0.053
C -1.024 0.646 0.879
O 1.306 -1.280 -0.841
O 0.606 1.630 -0.705
O -0.564 -1.467 0.514
H 1.166 -2.242 -0.861
H 0.868 1.263 -1.565
H -1.848 1.322 0.639
H -0.990 0.308 1.910
```

Least stable structure: model three

Model one:
Density functional theory data (ωB97M-V with the def2-TZVPD basis set) for a cluster of 2 separate species, C3H4O3 in total.

Computed properties:
- HOMO energy (eV) = -8.36

Structure (XYZ):
```
10
C3H4O3 (ωB97M-V with the def2-TZVPD basis set)
C -1.094 0.286 0.232
C -2.214 0.024 -0.423
C 1.060 0.622 -0.134
O -1.834 0.516 1.413
O -2.955 0.121 0.719
O -2.668 -0.254 -1.665
H 1.582 -0.147 0.493
H 0.985 0.420 -1.178
H 0.970 1.606 0.222
H -3.528 -0.693 -1.416
```

Model two:
Density functional theory data (ωB97M-V with the def2-TZVPD basis set) for a structure of composition C3H4O3.

Computed properties:
- HOMO energy (eV) = -9.21

Structure (XYZ):
```
10
C3H4O3 (ωB97M-V with the def2-TZVPD basis set)
C 0.441 1.127 -0.098
C 0.016 -0.871 -0.168
C -1.116 0.031 -0.289
O 0.141 -1.319 1.123
O 0.570 -1.352 -1.155
O -2.177 0.503 -0.316
H 0.169 -2.291 1.127
H 0.405 1.576 -1.088
H 1.469 0.857 0.133
H 0.082 1.740 0.729
```

Model three:
Density functional theory data (ωB97M-V with the def2-TZVPD basis set) for the molecule C3H4O3.

Computed properties:
- SMILES = O=CCOC=O
- HOMO energy (eV) = -10.38

Structure (XYZ):
```
10
C3H4O3 (ωB97M-V with the def2-TZVPD basis set)
O -1.757 -0.275 0.399
C -1.075 0.703 0.570
C 0.332 0.828 0.010
O 0.484 -0.121 -1.028
C 0.609 -1.392 -0.589
O 0.914 -1.711 0.528
H -1.462 1.566 1.144
H 0.484 1.816 -0.429
H 1.067 0.670 0.809
H 0.406 -2.085 -1.414
```

Least stable structure: model one